Entry 1:
ORCA calculation (wB97M-V/def2-TZVPD) on one molecule with the formula C3H4OS.

ΔE to the lowest compared entry with this formula, charge and spin: 38.0 kcal per mole
frontier orbital gap: 9.7 eV
LUMO energy: 0.00626 Eh
maximum force: 3.61 eV/A

```
! RIJCOSX wB97M-V def2-TZVPD def2/J DEFGRID3
* xyz 0 1
C 0.04694 -1.42066 -0.00952
C 0.35078 -0.14062 -0.16494
S 1.92882 0.63210 0.00629
C -0.80533 0.88670 -0.29061
O -1.86582 0.54673 0.16981
H -1.01263 -1.73729 0.02242
H 0.82185 -2.12531 0.07933
H 1.29036 1.31166 1.05363
H -0.75497 2.04670 -0.86642
*
```

=====

Entry 2:
ORCA calculation (wB97M-V/def2-TZVPD) on a 2-piece molecular cluster, C4H6O2 overall.

ΔE to the lowest compared entry with this formula, charge and spin: 90.7 kcal per mole
frontier orbital gap: 9.9 eV
LUMO energy: 0.01640 Eh
maximum force: 0.60 eV/A

```
! RIJCOSX wB97M-V def2-TZVPD def2/J DEFGRID3
* xyz 0 1
O -0.42840 0.74506 -1.36013
C -0.09951 1.46253 -0.19652
C -0.01643 0.82596 1.14569
C 1.11460 1.16869 0.59732
H 0.17397 -0.01491 -1.41827
H -0.47796 2.47860 -0.31152
H -0.52562 0.34864 1.97230
H 2.19496 1.16103 0.63151
C -0.49816 -2.04939 -0.26356
O 0.62433 -1.82342 -0.65205
H -0.70978 -2.87611 0.43824
H -1.35200 -1.42667 -0.58303
*
```

=====

Entry 3:
ORCA calculation (wB97M-V/def2-TZVPD) on C8H6Cl3N3O4SeTl as an isolated structure.

ΔE to the lowest compared entry with this formula, charge and spin: 0.0 kcal per mole
frontier orbital gap: 7.3 eV
LUMO energy: 0.07778 Eh
maximum force: 1.14 eV/A

```
! RIJCOSX wB97M-V def2-TZVPD def2/J DEFGRID3
* xyz -1 1
Tl -1.52732 -0.34931 -1.32583
Cl -4.31571 -1.50346 0.04694
C -3.60439 -2.45785 1.36755
Cl -2.01678 -3.11945 0.94440
H -4.25775 -3.29753 1.56922
H -3.48250 -1.81439 2.23402
O -1.62831 3.98585 -1.73967
Cl -1.65632 2.74751 -2.44114
O -1.79025 2.96009 -3.84945
O -0.42869 2.00824 -2.18523
O -2.76228 1.93368 -1.96872
N 5.20265 0.40165 -2.42467
C 4.35705 0.23708 -1.66328
C 3.32395 0.01035 -0.70298
C 3.63691 -0.23905 0.63342
C 2.60520 -0.46022 1.52453
C 1.30173 -0.46770 1.04629
N 1.00338 -0.24080 -0.22973
C 1.98195 0.01958 -1.08401
H 4.66944 -0.25654 0.95543
H 2.79519 -0.62997 2.57464
H 0.46216 -0.65495 1.70583
H 1.68574 0.25200 -2.10137
Se -1.91217 0.13328 3.92262
C -1.84580 0.36874 2.17703
N -1.79707 0.43317 1.01417
*
```

=====

Entry 4:
ORCA calculation (wB97M-V/def2-TZVPD) on C31H36Cl2N2O9PW as an isolated structure.

ΔE to the lowest compared entry with this formula, charge and spin: 0.0 kcal per mole
frontier orbital gap: 5.1 eV
LUMO energy: -0.38074 Eh
maximum force: 1.22 eV/A

```
! RIJCOSX wB97M-V def2-TZVPD def2/J DEFGRID3
* xyz 3 1
W 0.30641 0.19832 0.30614
O -0.94171 1.54449 0.33195
C -1.35393 2.75236 -0.18183
C -2.65159 3.19587 -0.05183
C -2.95644 4.44691 -0.58076
C -1.99671 5.23382 -1.21489
C -0.70712 4.76561 -1.35145
C -0.37445 3.50295 -0.83944
C 0.91256 2.94892 -1.07668
N 1.30835 1.73769 -0.82959
C 2.71444 1.43942 -1.18039
C 2.81314 -0.03675 -1.54651
N 1.55027 -0.71583 -1.16247
C 1.29153 -1.81324 -1.81401
C 0.16185 -2.67494 -1.70081
C 0.05918 -3.82219 -2.50530
C -1.06886 -4.61181 -2.42063
C -2.10548 -4.26150 -1.55554
C -2.04401 -3.12312 -0.75564
C -0.90288 -2.36010 -0.84632
O -0.74835 -1.22216 -0.10701
H -3.40638 2.59332 0.42393
H -3.96897 4.81814 -0.49299
H -2.26441 6.20497 -1.60483
H 0.04330 5.35986 -1.85664
H 1.63197 3.60559 -1.56384
H 3.33382 1.67687 -0.31949
H 3.02742 2.07397 -2.00766
H 3.64949 -0.51685 -1.03590
H 2.95101 -0.16892 -2.61865
H 2.02396 -2.10673 -2.56541
H 0.86496 -4.08094 -3.17977
H -1.15286 -5.49986 -3.03032
H -2.98722 -4.88663 -1.50529
H -2.85583 -2.84274 -0.10081
Cl -1.38191 0.53685 -2.84783
C -3.15145 0.31377 -2.91826
Cl -3.86125 0.01527 -1.33565
H -3.33470 -0.54389 -3.55459
H -3.56974 1.22376 -3.33243
C -3.86513 1.37546 4.10542
C -2.96664 1.36136 2.89818
O -2.17834 0.12479 2.92425
P -0.65104 -0.11894 2.74198
O 0.21847 0.85580 3.58673
C 0.16872 0.92500 5.07351
C 0.11303 2.37141 5.47844
O -0.43973 -1.55277 3.28824
C -1.34964 -2.70228 3.12848
C -2.16845 -2.89675 4.37342
H -4.44361 2.30006 4.11247
H -3.28768 1.33458 5.02838
H -4.56273 0.54034 4.08674
H -2.27848 2.20879 2.87974
H -3.52699 1.31467 1.96767
H 1.07112 0.42309 5.41436
H -0.70033 0.35811 5.40872
H 0.89768 2.94100 4.98249
H 0.27252 2.45260 6.55345
H -0.85292 2.81988 5.24907
H -0.68061 -3.53710 2.93214
H -1.95875 -2.52362 2.24175
H -1.52660 -3.03614 5.24171
H -2.77078 -3.79867 4.25709
H -2.84029 -2.05905 4.55219
O 1.39930 -1.37785 1.33991
C 2.23441 -0.53217 1.79395
O 1.94910 0.67218 1.27891
C 3.29379 -0.74572 2.69683
C 4.11853 0.33762 3.05699
C 5.17489 0.17465 3.93349
C 5.36411 -1.10801 4.42565
O 6.30160 -1.50290 5.26930
C 6.12109 -2.92451 5.48362
O 4.97016 -3.29941 4.72130
C 4.54266 -2.19496 4.07739
C 3.49942 -2.05616 3.21921
H 3.91617 1.31512 2.64230
H 5.82461 0.98635 4.22357
H 5.93751 -3.09436 6.54233
H 7.00139 -3.44494 5.11083
H 2.86526 -2.88459 2.94048
*
```

=====

Number 2 is which compound?
C4H6O2